No. 1
17
Properties=species:S:1:pos:R:3:forces:R:3 method="wB97M-V/def2-TZVPD" homo_energy_ev=-9.996 de_lowest_kj_mol=413.05
C -0.3932 1.2000 0.3352 0.7102 -0.2839 2.3328
C 0.6781 0.3610 1.2427 -0.2411 -1.7111 0.1278
C 1.2805 -0.7013 0.3069 -2.6004 -1.9024 -0.3234
C 0.1074 -0.9723 -0.7947 1.4198 0.3832 -1.2665
C -1.0217 0.1165 -0.4964 -0.8632 -1.8274 -0.4110
H 0.5151 1.5944 -1.6379 -1.4266 2.8286 4.8790
H -1.1024 1.6573 1.0763 0.3358 -0.3789 -0.8618
H 0.1148 -0.3439 1.9701 0.6052 1.9480 -0.5386
H 1.5674 0.9159 1.6627 -1.4915 -0.2957 -0.0278
H 1.5846 -1.7905 0.6075 -0.1535 2.3240 0.3265
H 0.8811 -0.8994 -1.7463 -2.7770 -0.1511 1.5882
H -0.5512 -1.9448 -0.7784 2.2000 1.4075 -0.0207
H -1.6037 0.4903 -1.3688 0.7474 -0.0204 0.3862
H -2.5283 -1.3085 -0.0554 1.7559 2.1272 0.6652
O 0.1028 2.2592 -0.4361 1.8523 -3.0803 -4.9131
O -1.9717 -0.5649 0.3826 -1.0494 -1.1867 -0.7717
F 2.3403 -0.0691 -0.2701 0.9760 -0.1806 -1.1711

No. 2
17
Properties=species:S:1:pos:R:3:forces:R:3 method="wB97M-V/def2-TZVPD" homo_energy_ev="-9.039 / -9.163" de_lowest_kj_mol=350.47
C 1.1064 0.6186 -0.7832 4.7067 0.2544 -2.0334
C 1.5676 -0.5702 -1.6214 0.9474 0.6490 -0.1624
C -0.4730 1.3455 0.8647 -2.4853 1.7389 4.2032
C -1.8611 -1.1316 0.4832 0.5645 0.7346 0.6085
C -0.0771 0.3444 -0.0677 -1.0696 -0.6961 1.2547
O -0.7831 -0.6905 -0.4385 -0.4964 1.2642 0.9436
F 1.5372 -0.6868 1.6440 -1.0772 0.6055 -1.2119
S 2.1275 1.9630 -0.6399 -2.1066 -1.8663 -0.1154
H 0.6923 -0.9337 -2.1962 0.8473 0.0052 -0.0283
H 2.5037 -0.2969 -2.2498 -1.8864 -0.5787 1.0199
H 1.8274 -1.3198 -0.8382 -0.0556 0.2227 -0.6294
H 0.1167 2.2666 0.7650 -0.1731 -0.5123 -0.1628
H -1.5769 1.6400 0.9538 1.2005 -0.6307 -0.9476
H -0.3426 1.0646 1.9876 0.4176 -0.1561 -1.9153
H -2.8478 -0.6649 0.4546 0.1525 0.4933 -1.3527
H -1.5512 -0.7726 1.4879 0.3078 -1.5410 -0.3600
H -1.9662 -2.1757 0.1940 0.2061 0.0136 0.8891

No. 3
17
Properties=species:S:1:pos:R:3:forces:R:3 method="wB97M-V/def2-TZVPD" homo_energy_ev=-10.145 de_lowest_kj_mol=0.00
C -2.0612 0.9981 0.4275 1.2789 -0.2275 1.0109
C -1.1518 0.9275 -0.5209 -0.4899 -0.4069 -2.6479
C 0.0591 1.8828 2.1093 1.7009 -0.8593 1.0510
C 1.9263 0.1400 -0.4237 -0.5891 1.1043 -2.7231
C -0.2305 -2.0179 -0.1191 3.4271 0.4908 -0.2001
O 0.8683 1.1563 2.4624 -1.4314 1.1343 -0.6594
F 0.0058 -0.2809 -2.5704 0.4235 -0.5285 1.6228
Si 0.1415 -0.3550 -0.8958 0.3379 0.5536 -0.8958
H -2.7688 1.7612 0.2922 -1.4669 0.5430 0.3844
H -1.9118 0.5052 1.3996 -0.5383 0.1384 -0.4854
H -1.4691 1.4320 -1.5037 0.7809 -0.2633 1.4835
H 2.7102 -0.3898 -0.9675 -0.2439 0.0464 -0.7214
H 2.1069 1.2351 -0.5482 -0.2391 -0.7340 -0.2617
H 2.2532 -0.0486 0.5232 0.1068 -0.6215 3.0897
H 0.4175 -1.9117 0.7984 -0.3968 -0.2708 -0.6537
H -1.1746 -2.2232 0.2702 -1.7582 -0.5331 -0.0528
H 0.2791 -2.8110 -0.7335 -0.9023 0.4340 0.6592

No. 4
16
Properties=species:S:1:pos:R:3:forces:R:3 method="wB97M-V/def2-TZVPD" homo_energy_ev=-9.908 smiles=CC#C[Si](C)(C)F de_lowest_kj_mol=2.48
C -1.4603 -1.4137 -0.3046 -1.3068 0.4888 -1.1871
C -0.6514 -0.5527 -0.0560 1.3754 0.7210 1.5141
C -2.5705 -2.1719 -0.9351 0.3081 -1.4109 1.6864
C 0.5583 2.2396 -0.5068 1.6206 -0.6267 5.5582
C 2.3218 -0.0228 1.0142 -0.5417 2.0411 -3.1277
F 0.0992 1.4035 2.0520 -0.1234 -0.8305 -0.3803
Si 0.5905 0.6934 0.6599 -0.3012 0.8110 -0.5958
H -2.9753 -1.6821 -1.8417 0.0647 -0.2618 0.8164
H -2.1262 -3.1464 -1.1778 -0.1819 0.1512 -0.5647
H -3.3244 -2.5147 -0.1369 0.6772 1.1130 -1.3260
H -0.3381 2.2499 -0.9326 -4.0352 0.3429 -1.6698
H 0.6932 3.1138 0.2066 0.1247 -0.8719 -1.3091
H 1.2372 2.1002 -1.2440 2.5298 0.1784 -2.1973
H 3.0069 0.5640 0.2325 -1.1305 -1.7840 1.6725
H 2.6087 0.2239 1.9803 0.6093 0.8752 1.8252
H 2.3302 -1.0841 0.9900 0.3109 -0.9367 -0.7148

No. 5
16
Properties=species:S:1:pos:R:3:forces:R:3 method="wB97M-V/def2-TZVPD" homo_energy_ev=-9.160 smiles="F[Si@H]1C=CCCC1" de_lowest_kj_mol=63.12
C 0.4470 -1.4699 -0.7242 1.1616 0.0553 -1.4952
C 1.6386 -0.7985 -0.6977 0.2984 -2.1077 0.5111
C -0.8045 -0.6988 -0.5346 -0.4927 -0.2669 2.6831
C -0.8592 0.0113 0.8893 2.7428 1.0119 -2.3560
C 0.0983 1.1955 1.0936 1.7172 -0.6050 -2.4649
F 3.1669 1.6368 0.1203 -0.9206 -0.9192 -0.0982
Si 1.7649 0.9879 -0.4647 -0.9367 1.9338 1.4397
H 0.3320 -2.5171 -1.1403 0.5251 0.9998 1.1558
H 2.6113 -1.3390 -0.6650 -0.8157 -0.0062 -0.6108
H -0.9417 0.0105 -1.3080 -0.3493 0.8751 -0.7995
H -1.7197 -1.2712 -0.3854 0.1835 -0.6746 -1.0602
H -1.8493 0.2630 0.9454 -2.5318 1.1015 0.6085
H -0.6538 -0.6909 1.6333 0.2887 -1.4095 1.0648
H -0.2737 2.1626 0.8509 -0.8048 0.6835 -0.2317
H 0.4476 1.2478 2.1103 0.6758 -0.0655 0.2074
H 1.8507 1.7078 -1.8795 -0.7415 -0.6064 1.4461

No. 6
16
Properties=species:S:1:pos:R:3:forces:R:3 method="wB97M-V/def2-TZVPD" homo_energy_ev=-14.255 smiles="CCC(C)=[N+]=CI" total_charge=+1 de_lowest_kj_mol=122.23
C 0.9333 -2.3758 0.1587 -0.7229 3.0417 -0.9094
C -0.0595 -0.1050 0.5368 -1.4098 1.1582 1.8700
C 0.5212 0.9510 1.5148 0.4400 -0.8840 -2.1182
C -0.5510 0.8153 -1.5197 -0.0737 3.8888 3.4784
C -1.2753 0.3915 -0.2167 1.4267 -2.5299 -0.4268
N 0.3089 -1.2969 0.4263 1.8623 -1.5509 -0.4336
I 2.2412 -2.5950 -1.4395 -0.2546 0.0660 0.4402
H 0.6674 -3.1844 0.7468 -0.1895 -1.8832 0.9900
H 1.2238 0.5802 2.2620 -0.2827 0.0142 -0.1354
H -0.3584 1.4596 1.8753 0.1016 0.2087 0.6120
H 1.0373 1.6286 0.7968 -0.1151 -0.0857 0.7943
H 0.4255 1.2475 -1.2014 -0.1720 -0.5856 -0.5561
H -1.0582 1.7577 -1.7408 -0.2032 -0.6519 -1.5724
H -0.4251 -0.0019 -2.1073 0.0977 -1.7100 -2.4891
H -1.9412 -0.4905 -0.4050 0.1520 1.2066 0.2667
H -1.6898 1.2181 0.3129 -0.6570 0.2970 0.1894

No. 7
19
Properties=species:S:1:pos:R:3:forces:R:3 method="wB97M-V/def2-TZVPD" homo_energy_ev="-12.328 / -12.330" total_charge=+1 spin_multiplicity=2 s_squared=0.759 de_lowest_kj_mol=159.57
C -3.0708 1.4682 0.1075 0.0227 -0.1362 0.0187
C -1.5949 1.0929 0.1741 0.5637 0.4171 -0.3082
O -1.4468 -0.0160 1.0162 3.4522 -2.4392 0.6521
H -3.1870 2.3279 -0.5661 -0.0303 -0.1655 0.2023
H -3.6638 0.6321 -0.2871 0.1489 0.2255 0.1461
H -3.4461 1.7361 1.1041 0.0876 -0.0773 -0.3007
H -1.0141 1.9485 0.5610 -0.1092 -0.1085 -0.1453
H -1.2274 0.8652 -0.8424 -0.0846 0.0739 0.0973
H -0.3190 -0.5212 1.0527 -3.6538 1.8817 -0.4104
O 2.0501 -0.0949 0.6727 -0.3604 0.1413 0.9213
C 2.3068 -0.2255 -0.6303 -1.7472 0.3019 -0.6540
C 1.2978 -1.2067 1.0915 1.1294 0.1192 0.0235
O 2.3950 0.7132 -1.3858 0.9560 -0.2119 0.0901
O 2.1643 -1.4807 -1.0077 0.2266 -0.3987 -0.4255
C 1.6729 -2.2761 0.0935 -0.3620 0.0135 -0.0058
K 2.3803 2.2336 -3.4897 0.0129 -0.0831 0.1547
H 1.3880 -1.3849 2.1621 -0.2772 0.1393 -0.1624
H 0.8281 -2.8791 -0.2578 0.2375 0.1472 0.0365
H 2.4868 -2.9327 0.4317 -0.2128 0.1599 0.0698

No. 8
15
Properties=species:S:1:pos:R:3:forces:R:3 method="wB97M-V/def2-TZVPD" homo_energy_ev="-0.143 / -1.724" total_charge=-1 spin_multiplicity=2 s_squared=0.757 de_lowest_kj_mol=187.27
N -2.9160 0.1702 0.5877 -0.7288 0.0395 -1.3237
C -1.7255 0.0801 -0.2716 0.4869 -0.3167 0.6844
C 2.7022 0.1606 -1.0890 1.8457 0.2122 1.2458
C 2.0284 -0.0478 0.0596 -2.1953 0.1580 0.2172
C 0.7226 -0.7743 0.1903 1.9482 -2.2283 -0.6587
C -0.4577 -0.1035 0.4970 0.2446 0.4623 1.6861
H -3.0507 1.1183 0.8960 0.0464 -0.2199 0.6119
H -2.9155 -0.5412 1.2985 0.2365 0.3035 0.4701
H -1.8429 -0.7504 -0.9826 0.0215 0.3149 -0.1141
H -1.6845 1.0488 -0.8115 -0.2368 -0.2667 -0.2668
H 3.3771 1.0220 -1.0591 0.4846 -0.3800 -0.0642
H 2.9580 -0.5907 -1.8329 -1.1291 0.2228 -0.4472
H 2.2755 0.5327 0.9686 -0.1418 0.7478 -0.6864
H 0.8582 -1.8783 0.1623 -0.5149 0.3109 -0.7317
H -0.3292 0.5534 1.3869 -0.3677 0.6395 -0.6226

No. 9
15
Properties=species:S:1:pos:R:3:forces:R:3 method="wB97M-V/def2-TZVPD" homo_energy_ev="-0.931 / -0.938" total_charge=-1 spin_multiplicity=2 s_squared=0.755 de_lowest_kj_mol=182.37
C -1.4446 -1.1856 -1.4890 0.5364 -0.2525 0.0735
C -0.9570 0.0173 -0.6253 1.2739 -1.4086 -0.7294
C 0.4910 -0.1785 -0.2516 -0.1371 -0.6537 0.5619
C 1.0289 -0.4384 1.0863 0.9970 1.0999 -0.3956
N 1.7719 0.5978 1.6414 -1.2862 -1.0180 2.2125
C 1.3341 1.8106 1.7539 -0.0665 0.3258 -1.1518
H -2.1357 -0.8908 -2.2810 -0.2324 -0.1254 0.1176
H -0.5569 -1.6158 -1.9567 0.0333 0.1791 -0.3933
H -1.8174 -2.0426 -0.9236 -0.3971 0.2922 0.2292
H -0.9355 0.8513 -1.3346 -0.7033 0.5494 0.5332
H -1.5003 0.0835 0.3128 -0.4017 0.6539 -0.2432
H 1.2188 -0.1972 -1.0754 -0.2406 0.4039 -0.2546
H 1.4378 -1.4089 1.3691 0.0708 -0.1647 -0.5160
H 1.6083 2.4470 2.5880 0.7274 0.1422 -0.1902
H 0.4566 2.1505 1.1856 -0.1739 -0.0236 0.1462

No. 10
15
Properties=species:S:1:pos:R:3:forces:R:3 method="wB97M-V/def2-TZVPD" homo_energy_ev=-7.864 smiles="C=CCNC=C" de_lowest_kj_mol=288.44
C 2.9038 0.3752 -0.1480 -3.0540 -0.6523 1.2489
C 1.7028 -0.0934 0.4335 1.3501 1.9858 -1.4436
N 0.3867 0.0236 -0.1172 1.8577 -0.0965 1.2397
C -0.6999 -0.5041 0.7904 1.2039 -1.7384 -3.7695
C -2.3045 0.3123 -1.0507 1.2188 0.5280 1.2088
C -1.9497 -0.6158 -0.0831 -0.2877 4.0912 -1.3689
H 2.9483 0.9651 -1.0818 -0.2728 -0.6732 0.4876
H 3.8244 0.3085 0.4139 -0.0983 -0.1430 0.0526
H 1.6703 -0.4580 1.4833 0.4265 -0.1347 -0.9874
H 0.2851 0.7966 -0.8124 -0.3955 -1.2171 1.3257
H -0.4136 -1.5521 1.0569 0.0925 0.7307 -0.2211
H -0.7571 0.0056 1.7282 -0.6967 0.8434 0.4096
H -3.3422 0.7139 -1.2247 0.9044 -1.6133 -0.3502
H -1.5370 0.9945 -1.5454 -0.9871 -0.8237 1.0495
H -2.7173 -1.2720 0.1572 -1.2616 -1.0868 1.1185

No. 11
15
Properties=species:S:1:pos:R:3:forces:R:3 method="wB97M-V/def2-TZVPD" homo_energy_ev="-8.180 / -8.175" de_lowest_kj_mol=540.64
C -1.0187 1.4612 -0.8731 0.0210 -0.0903 0.2145
C -0.5117 1.0237 0.4424 -0.3079 -0.2124 -0.3798
C 1.5860 -0.5404 0.7325 0.0898 0.0558 0.1634
N 0.3245 -1.2997 0.7454 -0.1173 0.0886 -0.0253
C -0.8603 -0.4034 0.8564 -0.1276 0.1076 0.0959
C 0.9832 -1.0304 -0.5379 -0.0193 -0.1889 -0.2869
H -1.5405 0.7592 -1.5520 0.1085 0.0368 0.3148
H -0.2433 2.0190 -1.4259 -0.2638 -0.0412 0.2757
H -1.7241 2.2399 -0.5310 -0.0526 0.0561 -0.1846
H 2.4578 -1.1060 1.0527 -0.1982 0.0399 0.1276
H 1.5109 0.4714 1.1191 0.2518 -0.0724 -0.4896
H -1.1529 -0.3596 1.9124 0.0223 -0.0992 -0.0903
H -1.6639 -0.9028 0.2870 0.1264 0.2268 -0.0035
H 0.3796 -0.4658 -1.2489 0.6332 0.1845 0.2019
H 1.4958 -1.8703 -0.9949 -0.1663 -0.0919 0.0661

No. 12
15
Properties=species:S:1:pos:R:3:forces:R:3 method="wB97M-V/def2-TZVPD" homo_energy_ev=-9.352 smiles=C1CC1N1CC1 de_lowest_kj_mol=222.09
C 1.7538 -0.7226 -0.1914 0.2845 -2.0076 -0.1996
C 1.6824 0.7470 -0.1715 0.3807 1.2203 -0.2315
C 0.5327 -0.0633 0.3387 -0.4028 0.5298 -0.5964
C -1.7445 0.7310 -0.0215 -0.6676 1.5251 -0.1217
C -1.7739 -0.7421 -0.0357 -0.5892 -0.8004 1.3815
H 2.4079 -1.1639 0.5668 -0.2014 0.0120 -0.3738
H 1.6431 -1.3387 -1.1135 0.1654 0.8290 0.7348
H 1.5272 1.2893 -1.1014 -0.0959 -0.2131 0.1363
H 2.3519 1.2691 0.5132 -0.3193 -0.1768 -0.0340
H 0.3037 -0.0705 1.3928 0.1059 -0.0827 0.3647
H -1.6980 1.2747 0.9528 0.3114 -0.6845 -0.7654
H -2.2728 1.3226 -0.7957 0.2483 -0.5456 0.5506
H -2.3691 -1.2438 -0.7740 -0.1718 -0.3106 -0.1505
H -1.7160 -1.2449 0.9711 0.0322 0.4635 -1.1518
N -0.6285 -0.0438 -0.5307 0.9195 0.2417 0.4571

No. 13
15
Properties=species:S:1:pos:R:3:forces:R:3 method="wB97M-V/def2-TZVPD" homo_energy_ev=-7.805 smiles="C=CC/C=C/N" de_lowest_kj_mol=278.55
C -0.0276 -0.2492 0.7746 -1.1582 -1.3963 0.0353
C -1.1640 -0.0869 1.4801 0.3692 1.7613 -0.0943
N -2.1294 -1.0494 1.6989 0.0616 -0.9070 0.3644
C 0.4568 0.7325 -0.2669 1.8319 0.8910 1.8618
C 1.3734 0.0933 -1.2796 -0.8003 0.5967 0.1798
C 1.7472 0.6472 -2.4329 1.5195 -1.0469 -0.3767
H 0.3145 -1.2879 0.7812 -0.0305 0.0698 -0.8146
H -1.3594 0.9259 1.8613 -0.5374 -0.1135 -0.4124
H -2.4796 -1.4761 0.8582 0.2852 -0.1896 -0.0313
H -2.8975 -0.8759 2.3226 0.2202 0.3734 0.2373
H -0.3921 1.2504 -0.6885 -0.0281 -0.1125 -0.5062
H 1.0454 1.5281 0.2322 -0.1190 0.0461 -0.0469
H 1.7344 -0.8842 -0.9734 -0.6936 -0.5165 -0.7430
H 2.0920 -0.0352 -3.2098 0.6054 -0.0109 0.3186
H 2.1084 1.6514 -2.6248 -1.5259 0.5550 0.0281

No. 14
15
Properties=species:S:1:pos:R:3:forces:R:3 method="wB97M-V/def2-TZVPD" homo_energy_ev="-8.278 / -8.476" de_lowest_kj_mol=468.49
C -0.8202 1.2671 -0.3622 -0.1756 -0.0186 0.0700
C -0.7444 0.0950 0.3700 -0.0137 -0.0005 0.0535
C -1.2507 -1.2006 -0.2400 -0.0108 -0.0585 -0.0311
C 1.2398 -0.3115 0.6199 -0.2935 -0.1905 0.2242
C 1.7952 0.6973 -0.3014 0.2802 -0.0856 0.0369
N 2.9802 0.4695 -0.2494 -0.2263 0.2469 -0.2007
H -0.8133 2.2383 0.1252 0.0268 -0.1441 -0.0667
H -1.1112 1.2524 -1.4109 0.0956 -0.0167 0.1433
H 1.0127 1.4070 -0.7858 0.2896 -0.0702 0.0139
H -0.8859 0.1873 1.4478 0.0221 -0.0010 -0.1531
H -0.8638 -1.3294 -1.2573 -0.0404 0.0309 0.1392
H -2.3452 -1.1951 -0.2998 0.1626 0.0100 0.0188
H -0.9585 -2.0774 0.3462 -0.0168 0.1463 -0.0789
H 1.3266 -1.3541 0.3190 -0.0322 0.1666 0.0271
H 1.4387 -0.1457 1.6789 -0.0675 -0.0152 -0.1965

No. 15
15
Properties=species:S:1:pos:R:3:forces:R:3 method="wB97M-V/def2-TZVPD" homo_energy_ev=-7.831 smiles="C=C(N)/C=C/C" de_lowest_kj_mol=248.81
C -0.2584 -2.2740 -0.0734 -0.0712 0.0178 -0.1054
C 0.0796 1.2150 0.2254 0.3225 -0.4140 0.5464
N 0.3677 2.5259 0.5695 -0.0609 0.0776 -0.0213
C 0.3203 0.0425 0.8969 -0.2591 0.6778 0.1315
C 0.3908 -0.9201 -0.1670 -0.3774 0.7258 -0.8981
C -0.3430 0.7903 -1.0829 0.3114 -1.1220 0.2082
H 0.7234 2.6756 1.5006 -0.0518 -0.0255 -0.0555
H -0.2923 3.2271 0.2725 0.0259 -0.0621 0.0426
H 0.3203 -0.1620 1.9616 0.1095 0.0256 0.0201
H 1.2554 -0.8847 -0.8186 0.1109 -0.0385 0.0996
H -1.3239 0.3447 -1.1776 -0.0687 0.1064 0.0410
H 0.0063 1.3196 -1.9713 -0.0165 -0.0592 -0.0180
H -0.3728 -2.7287 -1.0590 0.0070 0.0059 0.0427
H 0.3663 -2.9506 0.5227 -0.0114 0.0778 -0.0185
H -1.2397 -2.2206 0.4006 0.0300 0.0064 -0.0152